Density functional theory data (the ωB97M-V functional and the def2-TZVPD basis) for a structure of composition C17H19ClN4O5S7SbW.

Calculated values
- 2S+1: 2
- Frontier orbital gap (spin up / spin down): 6.27 / 6.74 eV
- <S²>: 0.76
- Charge: -2
- LUMO level (spin up / spin down): 0.146 / 0.146 Eh
- Relative energy (zero: lowest compared OMol25 entry of this formula, charge and spin): 0.0 kcal per mole

Structure (XYZ):
```
55
C17H19ClN4O5S7SbW the ωB97M-V functional and the def2-TZVPD basis
W -0.463 -1.120 0.089
S -0.466 -2.529 -1.981
C 1.149 -3.113 -2.236
C 1.317 -4.121 -3.239
N 1.431 -4.920 -4.062
C 2.214 -2.612 -1.565
S 2.059 -1.359 -0.370
C 3.538 -3.077 -1.860
N 4.611 -3.427 -2.093
S -1.225 4.776 -0.629
Sb -2.607 3.151 0.174
S -4.358 2.930 -1.267
S 0.700 0.567 1.565
N -0.322 0.631 -1.218
C -0.476 1.231 -2.191
N -0.641 1.907 -3.290
C 0.462 2.648 -3.902
C 0.020 4.082 -4.139
O -1.178 4.108 -4.900
C -2.242 3.523 -4.145
C -1.968 2.052 -3.905
H 0.714 2.171 -4.854
H 1.325 2.602 -3.240
H 0.778 4.614 -4.715
H -0.136 4.581 -3.177
H -3.152 3.639 -4.733
H -2.363 4.040 -3.189
H -1.966 1.501 -4.851
H -2.717 1.634 -3.233
O -1.903 -4.294 2.472
Cl -1.253 -4.078 1.103
O -1.721 -0.904 2.125
O -0.187 -2.878 1.161
O -2.132 -1.096 -0.387
S 0.979 -0.461 3.330
C 2.724 -0.551 3.600
C 3.696 0.035 2.797
C 5.038 -0.098 3.120
C 5.438 -0.807 4.244
C 4.468 -1.394 5.048
C 3.127 -1.269 4.730
H 3.395 0.571 1.908
H 5.782 0.349 2.470
H 6.488 -0.914 4.483
H 4.758 -1.965 5.922
H 2.374 -1.744 5.350
C -4.188 -1.712 1.550
S -3.119 -0.339 1.981
C -3.606 -0.194 3.699
H -3.849 -2.589 2.105
H -4.067 -1.873 0.481
H -5.219 -1.443 1.782
H -4.643 0.140 3.752
H -2.949 0.551 4.142
H -3.469 -1.157 4.188
```